No. 1
A molecular structure, C35H33N7O2STa, computed with ωB97M-V with the def2-TZVPD basis set.

XYZ file:
```
79
C35H33N7O2STa ωB97M-V with the def2-TZVPD basis set
Ta 0.46866 0.06092 0.73235
C 2.50195 1.08363 3.11830
C 2.46150 2.21020 2.12288
N 1.14203 2.20128 1.42704
C 0.06853 2.87715 2.19154
C -0.63508 1.88528 3.06401
C -1.31514 2.24640 4.20614
C -1.95251 1.26081 4.94672
C -1.87624 -0.05697 4.52300
C -1.18490 -0.35359 3.36604
C -1.10655 -1.74654 2.82602
N 0.05935 -1.89178 1.92054
C 1.26446 -2.42050 2.62690
C 1.92758 -1.28115 3.35392
N 2.16139 -0.16536 2.39526
N -0.57301 0.60578 2.63690
H 1.77985 1.22478 3.92287
H 3.48870 1.00879 3.57803
H 3.22955 2.07101 1.36251
H 2.63306 3.17466 2.60277
H 1.27198 2.73750 0.57285
H -0.64556 3.30431 1.48333
H 0.46553 3.70623 2.77878
H -1.33661 3.28226 4.51738
H -2.48951 1.51619 5.85102
H -2.34611 -0.85306 5.08499
H -2.01281 -1.93877 2.25157
H -1.06479 -2.47227 3.63902
H -0.19605 -2.56425 1.20068
H 1.92877 -2.85531 1.88535
H 0.98089 -3.20805 3.32618
H 2.86594 -1.60624 3.80535
H 1.29377 -0.90247 4.15685
H 2.99089 -0.42180 1.85259
O 1.57259 -1.56012 -0.04331
S 2.76461 -0.89575 -0.75075
O 3.98385 -1.08262 -0.03682
N 2.13671 0.58495 -0.58382
C 1.99220 1.55239 -1.60039
C 2.96738 1.98815 -2.45720
C 2.65841 2.95049 -3.44289
C 1.40106 3.47957 -3.53703
C 0.38458 3.06123 -2.64298
C -0.92545 3.58352 -2.65022
C -1.84321 3.12747 -1.73744
C -1.47132 2.13139 -0.83291
N -0.24812 1.60660 -0.78519
C 0.68884 2.07986 -1.68260
C 2.85070 -1.39826 -2.38119
C 4.11050 -1.67888 -2.91236
C 4.18321 -2.05232 -4.24385
C 3.02444 -2.13913 -5.00463
C 1.77432 -1.85600 -4.45506
C 1.67329 -1.47781 -3.13230
H 3.97532 1.59836 -2.38274
H 3.43711 3.27686 -4.11836
H 1.16942 4.22814 -4.28336
H -1.19522 4.34328 -3.37404
H -2.85074 3.51731 -1.71089
H -2.19277 1.73311 -0.13199
H 4.99666 -1.62133 -2.29488
H 5.14348 -2.28516 -4.68258
H 3.09000 -2.44013 -6.04195
H 0.88420 -1.94351 -5.06246
H 0.70745 -1.27083 -2.68593
N -8.14183 -4.00829 -2.58701
C -7.17209 -3.52834 -2.20356
C -5.95806 -2.92708 -1.72300
C -5.53862 -1.70583 -2.25274
C -4.37324 -1.13000 -1.79278
C -3.62199 -1.76765 -0.79551
C -4.05056 -2.99506 -0.27294
C -5.21392 -3.57361 -0.73537
C -2.42909 -1.16333 -0.31658
C -1.40812 -0.63351 0.10402
H -6.12990 -1.22431 -3.01889
H -4.03320 -0.18745 -2.20073
H -3.46743 -3.49427 0.48990
H -5.55494 -4.52115 -0.34238
```

Summary:
Highest occupied orbital energy   -15.93 eV
Net charge   +3
LUMO   -9.698 eV
Energy relative to the best compared isomer or geometry (same formula, charge and spin)   1.4 kcal per mole
HOMO-LUMO gap   6.2 eV

Here are the Löwdin charges for atoms 1 to 2, given in e:
1 Ta 1.874
2 C -0.146

***

No. 2
A molecular structure, C18H35N2O2OsS2Si4Te, computed with ωB97M-V with the def2-TZVPD basis set.

XYZ file:
```
65
C18H35N2O2OsS2Si4Te ωB97M-V with the def2-TZVPD basis set
Os -0.20074 -0.76382 0.30115
S 2.09078 -0.34278 0.32263
C 1.49977 1.28962 0.30781
N 0.18626 1.38981 0.30372
C -0.23198 2.72164 0.27893
C -1.54304 3.18612 0.28813
C -1.75823 4.54896 0.25577
C -0.68525 5.44672 0.21492
C 0.61928 4.99458 0.21224
C 0.83435 3.61990 0.24299
S 2.35771 2.76719 0.25803
H -2.37555 2.49505 0.33489
H -2.77052 4.93003 0.26250
H -0.88162 6.50995 0.19083
H 1.45026 5.68692 0.18957
N -2.38308 -0.59034 0.31654
C -2.78817 -0.34616 1.72710
C -1.91990 -1.18852 2.65363
O -2.32561 -1.56021 3.71926
O -0.71300 -1.43819 2.16457
H -2.71381 0.15800 -0.28520
H -2.82623 -1.44062 -0.01805
H -3.83766 -0.57136 1.89571
H -2.60771 0.70202 1.97008
C -2.58350 -5.59204 -2.26224
Si -0.78163 -6.09396 -2.16026
C -0.63975 -7.92398 -1.84710
C 0.16473 -5.61740 -3.69259
Si 0.04533 -4.87842 -0.28296
Te 0.02837 -2.61490 -1.44678
Si 2.32672 -5.38448 0.11690
C 3.31634 -5.02022 -1.42021
C 2.93859 -4.38306 1.56285
C 2.31710 -7.20477 0.51532
Si -1.37342 -5.15515 1.59357
C -0.52127 -4.59447 3.13939
C -1.75006 -6.98110 1.64497
C -2.94208 -4.18659 1.27531
H -3.02286 -5.87606 -3.22384
H -2.70607 -4.51119 -2.15261
H -3.16282 -6.08581 -1.47859
H -1.22356 -8.46915 -2.59590
H -1.01662 -8.20649 -0.86394
H 0.39154 -8.26858 -1.93344
H -0.27235 -6.09833 -4.57278
H 1.20527 -5.94037 -3.62344
H 0.15719 -4.54018 -3.87134
H 3.13708 -4.00390 -1.78145
H 3.06600 -5.71133 -2.22760
H 4.38669 -5.11615 -1.21832
H 2.71099 -3.32058 1.43956
H 4.02249 -4.47975 1.67126
H 2.48040 -4.71323 2.49625
H 1.81555 -7.78684 -0.25695
H 1.81527 -7.40141 1.46640
H 3.34268 -7.57721 0.60010
H 0.40509 -5.14679 3.30787
H -1.16879 -4.75053 4.00724
H -0.28988 -3.53024 3.09437
H -0.84795 -7.59640 1.59196
H -2.41507 -7.28101 0.83163
H -2.25240 -7.21667 2.58866
H -2.71970 -3.11652 1.27756
H -3.66972 -4.36062 2.07350
H -3.40525 -4.45113 0.32419
```

Summary:
Highest occupied orbital energy (alpha / beta)   -11.00 / -11.28 eV
2S+1   5
Net charge   +1
LUMO (alpha / beta)   -3.042 / -5.359 eV
Expectation value of S²   6.021
HOMO-LUMO gap (alpha / beta)   8.0 / 5.9 eV

Here are the Löwdin charges for atoms 1 to 2, given in e:
1 Os 0.927
2 S 0.541

***

No. 3
A single C5H8N2 molecule, computed with ωB97M-V with the def2-TZVPD basis set.

XYZ file:
```
15
C5H8N2 ωB97M-V with the def2-TZVPD basis set
N -0.00634 -2.83469 0.10140
C -0.31436 -1.72551 0.21234
C -0.91186 -0.37406 0.39113
N -1.88700 -0.04981 -0.63367
C 0.13779 0.73279 0.51458
C 1.02654 1.02035 -0.66252
C 1.58365 0.33338 0.55390
H -1.44506 -0.45377 1.34539
H -2.69200 -0.66504 -0.59634
H -1.47044 -0.13324 -1.55615
H -0.22364 1.57895 1.09578
H 0.87779 0.42609 -1.56157
H 1.29840 2.05451 -0.86547
H 2.29995 0.83679 1.19682
H 1.72658 -0.74677 0.46437
```

Summary:
Highest occupied orbital energy   -10.25 eV
Structure (SMILES)   N#C[C@H](N)C1CC1
LUMO   0.923 eV
Energy relative to the best compared isomer or geometry (same formula, charge and spin)   31.2 kcal per mole
HOMO-LUMO gap   11.2 eV

Here are the Löwdin charges for atoms 1 to 2, given in e:
1 N 0.154
2 C -0.193

***

For each record above, in turn, the calculated max |F| values are 0.84; 0.66; 0.97 eV Å⁻¹.